No. 1
A structure of composition C6H12N2PSTc at a distorted geometry, computed with ωB97M-V with the def2-TZVPD basis set.

Results
E_LUMO (spin up / spin down) = -0.1666 / -0.1578 Eh
Highest occupied orbital energy (spin up / spin down) = -10.70 / -11.02 eV
Net charge = +1
Multiplicity = 4
Strongest force on any atom = 0.067 hartree/bohr
Orbital gap (spin up / spin down) = 6.1697 / 6.7278 eV
ΔE to the lowest compared entry with this formula, charge and spin = 57.24 kcal/mol

The geometry in XYZ format:
```
23
Properties=species:S:1:pos:R:3:forces:R:3
C -0.9757 -1.4728 -1.2201 -2.116 0.206 1.442
C -2.0835 -1.1875 -2.1553 0.735 0.583 2.068
C -3.2097 -0.6746 -1.4594 0.875 -0.083 0.010
C -2.9232 -0.6081 -0.0820 2.342 -0.423 -0.470
C -1.5363 -1.0834 0.2016 -1.632 -1.008 -2.881
Tc 0.4827 -0.2362 -0.0152 -2.690 -0.518 -0.708
P 2.3538 -1.2587 -0.7321 1.819 -0.270 -0.686
H -0.4341 -2.4151 -1.3820 -0.080 0.365 0.054
H -1.9942 -1.3278 -3.2237 -0.162 0.013 -0.007
H -4.1205 -0.3190 -1.9288 0.142 -0.117 0.091
H -1.4581 -1.7910 1.0396 0.251 0.362 -0.120
H -3.5699 -0.2414 0.7092 -0.070 -0.039 -0.249
H 3.3766 -0.3899 -1.2341 -0.053 -0.562 0.093
H 2.2563 -2.1615 -1.8351 0.059 0.284 0.490
H 3.1135 -2.0272 0.2036 -0.144 0.181 -0.486
N 0.4562 2.8972 1.8875 0.386 0.035 -0.430
C 1.1617 1.7671 1.7016 -0.011 0.425 0.837
N 2.4287 1.8523 1.2717 0.465 0.379 -0.239
S 0.4987 0.2678 2.2180 0.336 0.525 0.771
H 0.7982 3.8024 1.5727 -0.092 -0.383 0.148
H -0.5209 2.8397 2.1412 0.263 -0.120 0.016
H 3.0045 1.0222 1.1603 -0.429 0.349 0.303
H 2.8953 2.7458 1.1608 -0.195 -0.185 -0.047
```
Forces are in eV/Å.

No. 2
An isolated molecule of C23H26N2O3S, computed with ωB97M-V with the def2-TZVPD basis set.

Results
E_LUMO = 0.0095 Eh
Highest occupied orbital energy = -7.96 eV
Strongest force on any atom = 0.017 hartree/bohr
Orbital gap = 8.2219 eV
ΔE to the lowest compared entry with this formula, charge and spin = 30.20 kcal/mol

The geometry in XYZ format:
```
55
Properties=species:S:1:pos:R:3:forces:R:3
C -0.1337 -2.1034 2.7311 -0.116 -0.160 -0.343
C 0.0415 -2.9221 1.4567 0.275 0.066 0.244
O -1.0454 -2.8494 0.5539 -0.099 0.150 -0.102
C -2.1797 -3.6439 0.8510 -0.298 -0.187 0.190
C -3.3530 -2.8679 1.4656 0.261 0.069 -0.378
H -4.1430 -3.5817 1.7032 -0.025 -0.048 0.021
H -3.0397 -2.3804 2.3893 -0.036 -0.031 0.071
C -3.8992 -1.8117 0.5067 -0.263 -0.036 0.188
N -2.8981 -0.7983 0.2799 0.236 -0.343 0.070
C -3.1522 0.5154 0.2403 0.417 0.032 -0.154
O -4.2553 1.0099 0.3487 -0.301 0.291 0.061
C -1.8923 1.3703 0.0689 -0.249 0.271 0.297
N -0.8770 0.7321 -0.7474 -0.069 0.119 0.236
C 0.3332 0.4986 -0.1499 0.077 0.095 0.515
O 0.5148 0.7398 1.0309 0.077 -0.012 -0.048
C 1.4031 -0.0888 -0.9848 0.611 -0.419 -0.495
C 2.7020 0.2325 -0.9073 -0.649 -0.205 -0.102
C 3.2691 1.3462 -0.1663 0.334 0.331 0.322
C 4.5418 1.2188 0.3908 -0.250 -0.044 -0.093
C 5.1104 2.2588 1.0976 0.016 0.123 0.061
C 4.4401 3.4664 1.2522 0.035 -0.080 -0.054
C 3.1849 3.6043 0.6695 0.007 -0.024 0.004
C 2.6060 2.5653 -0.0291 0.118 -0.105 -0.055
H 1.6419 2.7054 -0.4949 -0.073 0.034 -0.028
H 2.6570 4.5427 0.7635 -0.048 0.102 -0.005
C 5.0461 4.5897 2.0351 -0.035 -0.018 0.055
H 6.1296 4.5030 2.0673 0.065 0.050 0.024
H 4.7798 5.5519 1.6029 0.028 0.084 0.010
H 4.6739 4.5688 3.0600 0.027 0.065 0.075
H 6.0919 2.1347 1.5332 0.095 0.003 0.036
H 5.0762 0.2857 0.2824 0.067 -0.090 -0.035
H 3.4072 -0.3875 -1.4475 -0.006 -0.019 -0.154
S 0.8935 -1.4705 -1.9633 -0.134 0.085 0.191
C -0.5540 -0.7470 -2.6661 0.274 0.002 0.068
C -0.9947 -1.2440 -3.8847 -0.034 0.092 0.110
C -2.1046 -0.7026 -4.5014 -0.057 -0.021 -0.030
C -2.7654 0.3560 -3.9009 0.008 -0.054 -0.023
C -2.3380 0.8467 -2.6819 0.095 0.058 0.066
C -1.2328 0.2980 -2.0319 -0.048 -0.239 -0.671
H -2.8825 1.6589 -2.2311 -0.080 0.090 0.098
H -3.6262 0.8003 -4.3758 -0.080 0.047 -0.033
H -2.4447 -1.0979 -5.4458 -0.034 -0.033 -0.093
H -0.4520 -2.0611 -4.3344 0.070 -0.069 -0.114
H -2.1700 2.3492 -0.3301 -0.058 -0.160 0.021
H -1.4462 1.5232 1.0582 -0.150 -0.001 -0.238
H -1.9529 -1.1583 0.2175 -0.013 0.230 -0.043
H -4.7848 -1.3202 0.9182 0.073 -0.092 -0.102
H -4.1735 -2.2819 -0.4466 -0.085 0.018 0.085
H -2.5039 -4.0698 -0.1066 -0.005 -0.042 0.122
H -1.8944 -4.4694 1.5145 0.029 0.012 -0.063
H 0.2387 -3.9741 1.7072 -0.002 0.068 -0.088
H 0.8951 -2.5360 0.8921 -0.020 -0.099 0.070
H 0.7715 -2.1811 3.3274 0.107 0.001 0.111
H -0.2907 -1.0555 2.4880 -0.027 0.082 0.017
H -0.9694 -2.4682 3.3238 -0.056 -0.037 0.104
```
Forces are in eV/Å.

No. 3
An isolated molecule of C22H28N2O5S at a distorted geometry, computed with ωB97M-V with the def2-TZVPD basis set.

Results
E_LUMO = 0.0234 Eh
Highest occupied orbital energy = -8.40 eV
Strongest force on any atom = 0.022 hartree/bohr
Orbital gap = 9.0420 eV
ΔE to the lowest compared entry with this formula, charge and spin = 64.26 kcal/mol

The geometry in XYZ format:
```
58
Properties=species:S:1:pos:R:3:forces:R:3
C -1.2738 -4.3152 -0.5575 -0.325 -0.237 -0.251
H -1.9691 -5.0382 -0.1304 0.046 0.019 -0.061
O -0.5338 -3.8228 0.5405 0.207 0.384 0.147
C 0.6253 -3.1299 0.3377 0.092 -0.083 0.170
C 1.5266 -3.1744 1.3937 -0.291 -0.012 -0.217
C 2.7226 -2.4802 1.3620 0.101 0.111 -0.171
C 3.0570 -1.7354 0.2436 0.016 -0.269 0.123
C 2.1622 -1.6864 -0.8234 -0.042 -0.100 -0.040
C 0.9464 -2.3563 -0.7982 -0.101 -0.028 -0.075
O 0.0310 -2.2975 -1.8078 0.052 -0.238 0.544
C 0.2922 -1.4832 -2.9294 0.072 0.244 -0.266
H -0.5503 -1.6427 -3.5999 0.071 0.054 -0.002
H 0.3234 -0.4244 -2.6578 0.051 -0.065 0.004
H 1.2178 -1.7760 -3.4338 -0.027 -0.007 0.030
H 2.4214 -1.0824 -1.6788 -0.031 0.087 -0.158
C 4.3067 -0.8959 0.1901 0.039 0.004 -0.188
H 4.9691 -1.2150 -0.6164 0.005 0.110 0.068
C 3.9247 0.5585 -0.0711 0.175 -0.295 0.281
O 4.4490 1.2534 -0.9069 0.029 0.090 -0.327
N 2.9006 0.9702 0.7420 -0.119 0.002 0.467
C 1.9655 1.9607 0.3638 -0.382 0.250 -0.309
C 0.6760 1.5294 0.0794 0.345 0.010 0.083
C -0.2789 2.4303 -0.3358 -0.469 -0.187 0.012
C 0.0261 3.7708 -0.4638 -0.220 0.061 -0.053
C 1.3078 4.1998 -0.1591 -0.052 -0.131 -0.056
C 2.2988 3.3136 0.2523 -0.004 -0.116 0.028
C 3.6770 3.7880 0.5765 0.087 0.009 -0.078
H 3.7249 4.8730 0.5788 -0.005 0.090 0.055
H 4.3789 3.4006 -0.1608 0.043 0.043 0.042
H 3.9857 3.4106 1.5501 0.069 -0.001 0.081
H 1.5511 5.2482 -0.2474 0.023 0.099 0.001
H -0.7384 4.4549 -0.7954 -0.060 0.155 -0.024
S -1.8536 1.7461 -0.8382 0.509 0.011 0.283
O -2.8485 2.7831 -0.8209 0.140 0.037 0.218
O -1.6371 1.0441 -2.0724 -0.016 -0.296 0.015
N -2.0759 0.6069 0.3671 0.220 0.681 -0.859
C -2.6091 -0.6780 -0.0359 -0.248 -0.371 -0.599
C -4.1298 -0.6423 -0.1699 0.120 -0.116 0.270
C -4.7510 -0.1585 1.1387 -0.063 0.178 -0.190
C -4.1852 1.2133 1.4996 0.084 -0.172 0.119
C -2.6603 1.1424 1.5776 -0.256 0.483 0.399
H -2.2345 2.1375 1.7228 -0.020 -0.036 0.262
H -2.3495 0.4998 2.4094 0.044 0.072 -0.039
H -4.5840 1.5551 2.4561 0.000 0.053 0.007
H -4.4542 1.9374 0.7295 -0.062 0.028 0.080
H -5.8366 -0.1009 1.0417 -0.004 -0.057 0.072
H -4.5196 -0.8714 1.9351 -0.053 -0.066 0.052
H -4.3897 0.0473 -0.9760 -0.062 -0.039 -0.088
H -4.5006 -1.6359 -0.4278 -0.007 -0.006 -0.077
H -2.1405 -0.9218 -0.9895 -0.017 -0.251 0.133
H -2.3045 -1.4150 0.7157 0.053 0.032 -0.039
H 0.4123 0.4858 0.1655 0.090 -0.159 0.036
H 2.4841 0.2221 1.2847 0.086 0.107 -0.135
H 4.8538 -0.9642 1.1322 0.020 -0.006 -0.007
H 3.3937 -2.5310 2.2062 0.090 0.011 0.090
H 1.2551 -3.7654 2.2539 -0.063 -0.093 0.085
H -0.6268 -4.8181 -1.2798 -0.029 0.027 0.010
H -1.8315 -3.5245 -1.0620 0.050 -0.106 0.042
```
Forces are in eV/Å.